122
Properties=species:S:1:pos:R:3 method="wB97M-V/def2-TZVPD" gap_ev=8.6 smiles=c1cc[nH]c1.c1cc[nH]c1.c1cc[nH]c1.c1cc[nH]c1.c1cc[nH]c1.c1cc[nH]c1.c1cc[nH]c1.c1cc[nH]c1.c1cc[nH]c1.c1cc[nH]c1.c1cc[nH]c1.CCCC#N homo_energy_ev=-8.06
C 1.393 -2.129 3.777
C 1.097 -2.321 5.165
C -0.007 -3.126 5.221
N -0.425 -3.376 3.940
C 0.428 -2.770 3.062
H 2.238 -1.599 3.364
H 1.684 -1.934 5.980
H -0.553 -3.531 6.056
H -1.205 -3.960 3.697
H 0.338 -2.882 1.995
C -1.126 0.291 -4.961
C -2.278 1.067 -5.279
C -2.239 2.179 -4.476
N -1.166 2.074 -3.641
C -0.494 0.912 -3.916
H -0.803 -0.663 -5.346
H -3.009 0.886 -6.049
H -2.880 3.041 -4.397
H -0.862 2.804 -3.014
H 0.421 0.662 -3.405
C 4.522 -3.598 1.946
C 5.563 -4.497 1.593
C 5.435 -4.791 0.260
N 4.347 -4.105 -0.204
C 3.792 -3.370 0.809
H 4.379 -3.188 2.932
H 6.405 -4.849 2.168
H 6.053 -5.352 -0.420
H 4.099 -3.966 -1.167
H 2.989 -2.699 0.551
C -3.532 -0.347 2.916
C -3.840 -0.340 4.303
C -2.655 -0.452 4.982
N -1.649 -0.501 4.059
C -2.165 -0.420 2.809
H -4.259 -0.204 2.132
H -4.800 -0.283 4.792
H -2.418 -0.448 6.032
H -0.673 -0.642 4.280
H -1.551 -0.498 1.925
C -3.651 -1.970 -0.806
C -2.701 -2.675 -1.595
C -2.452 -1.924 -2.719
N -3.240 -0.812 -2.657
C -3.963 -0.818 -1.485
H -3.998 -2.261 0.172
H -2.239 -3.621 -1.361
H -1.734 -2.060 -3.507
H -3.162 -0.002 -3.258
H -4.568 0.046 -1.258
C 3.982 0.276 -3.638
C 3.620 1.580 -4.060
C 2.747 2.081 -3.123
N 2.573 1.134 -2.168
C 3.313 0.020 -2.470
H 4.723 -0.346 -4.114
H 4.007 2.115 -4.912
H 2.263 3.043 -3.086
H 1.932 1.179 -1.388
H 3.325 -0.805 -1.778
C -5.238 4.196 -1.876
C -4.442 3.030 -1.684
C -4.060 3.006 -0.369
N -4.565 4.127 0.227
C -5.271 4.863 -0.682
H -5.739 4.531 -2.769
H -4.307 2.346 -2.506
H -3.475 2.302 0.201
H -4.382 4.433 1.173
H -5.665 5.820 -0.382
C 4.127 1.361 1.425
C 4.607 0.318 2.260
C 5.045 0.897 3.416
N 4.872 2.247 3.294
C 4.331 2.545 2.070
H 3.719 1.218 0.437
H 4.657 -0.731 2.013
H 5.492 0.505 4.314
H 5.025 2.920 4.023
H 4.071 3.565 1.847
C -0.921 5.702 -3.052
C -1.364 5.044 -1.879
C -0.244 4.661 -1.178
N 0.850 5.127 -1.866
C 0.452 5.729 -3.022
H -1.556 6.078 -3.837
H -2.351 4.931 -1.455
H -0.117 4.153 -0.238
H 1.800 4.920 -1.611
H 1.129 6.085 -3.778
C -1.835 4.783 2.502
C -3.124 4.929 3.097
C -3.568 3.687 3.448
N -2.618 2.786 3.046
C -1.552 3.445 2.509
H -1.195 5.593 2.195
H -3.668 5.856 3.201
H -4.471 3.320 3.906
H -2.655 1.783 3.176
H -0.719 2.862 2.158
C 0.620 1.237 0.424
C 1.018 -0.120 0.581
C 0.061 -0.888 -0.040
N -0.889 -0.052 -0.545
C -0.580 1.240 -0.246
H 1.187 2.104 0.730
H 1.932 -0.498 1.009
H -0.044 -1.947 -0.216
H -1.749 -0.266 -1.028
H -1.159 2.076 -0.604
C 2.486 -7.045 -2.569
C 1.068 -7.395 -2.095
C 0.851 -7.115 -0.607
C 0.710 -5.692 -0.333
N 0.608 -4.573 -0.100
H 2.638 -5.969 -2.645
H 2.645 -7.486 -3.552
H 3.224 -7.454 -1.877
H 0.878 -8.443 -2.325
H 0.356 -6.821 -2.693
H 1.718 -7.475 -0.048
H -0.026 -7.644 -0.234